# C9H14

A 2-piece molecular cluster, C9H14 overall (ωB97M-V with the def2-TZVPD basis set, the OMol25 dataset).

Values from the calculation:
Orbital gap in eV: 9.81
HOMO in eV: -8.86
LUMO in eV: 1.0
Relative energy (zero: lowest compared OMol25 entry of this formula, charge and spin) in kcal per mole: 59.0
Max |F| in eV/A: 5.7
Structure (SMILES): Cc1ccccc1.CC

ORCA input file:
```
! wB97M-V def2-TZVPD RIJCOSX def2/J DEFGRID3
* xyz 0 1
C -0.4737 0.6223 2.4078
C -0.6654 0.3793 0.9654
C -0.4544 1.4271 0.0347
C -1.0965 1.5163 -1.1891
C -2.0571 0.4052 -1.4934
C -2.0822 -0.6667 -0.6132
C -1.2775 -0.7512 0.5851
H 0.4158 1.0505 2.7636
H -0.4395 -0.3790 2.9276
H -1.2722 1.3952 2.7497
H 0.4371 2.0690 0.3876
H -0.7829 2.1773 -1.9057
H -2.8277 0.4729 -2.2299
H -2.7006 -1.6120 -0.6210
H -1.3919 -1.7638 1.1736
C 3.1222 -0.9704 -1.2413
C 3.2107 -1.3050 0.2013
H 2.5701 -0.1420 -1.3734
H 4.0888 -0.8311 -1.7580
H 2.7851 -1.7853 -1.8855
H 2.6803 -0.8561 0.9133
H 4.2593 -1.3941 0.5744
H 2.8217 -2.3431 0.3402
*
```